{
  "formula": "C5H7P",
  "method": "wB97M-V/def2-TZVPD",
  "species": ["C", "C", "C", "C", "P", "C", "H", "H", "H", "H", "H", "H", "H"],
  "positions_angstrom": [[1.663, 0.271, 0.274], [0.176, 0.331, 0.159], [-0.575, -1.330, -0.033], [-1.857, -1.151, -0.130], [-2.447, 0.581, 0.196], [-0.743, 1.251, 0.255], [2.231, 1.276, 0.168], [2.080, -0.411, -0.379], [2.052, 0.063, 1.222], [0.091, -2.125, 0.264], [-2.636, -1.777, 0.007], [-3.032, 1.161, -1.074], [-0.685, 2.280, 0.309]],
  "forces_ev_per_angstrom": [[0.16, 3.87, 0.01], [0.11, -4.59, -0.19], [2.86, 4.59, 1.23], [-0.04, 3.01, -0.10], [0.09, 0.14, -0.79], [-1.93, -1.47, -0.86], [-1.27, -1.18, -0.55], [0.78, -1.35, -1.52], [-0.08, -1.01, 1.88], [-0.27, -0.42, -0.44], [-2.06, -2.75, -0.05], [0.91, -0.81, 1.09], [0.74, 1.98, 0.29]],
  "smiles": "CC1=CC=[PH]=C1",
  "total_charge": 0,
  "mol_weight_g_mol": 98.08,
  "gap_ev": 9.64,
  "total_energy_ev": -14584.0189
}

***

{
  "formula": "C5H7PS",
  "method": "wB97M-V/def2-TZVPD",
  "species": ["C", "C", "C", "C", "P", "S", "C", "H", "H", "H", "H", "H", "H", "H"],
  "positions_angstrom": [[1.784, 0.790, -0.999], [0.861, 0.321, -0.205], [-0.396, 1.156, 0.003], [-1.339, 0.566, 0.745], [-0.961, -1.219, 1.128], [-1.804, -1.849, -0.895], [0.804, -0.912, 0.625], [2.651, 0.200, -0.990], [1.862, 1.825, -1.433], [-0.621, 2.158, -0.442], [-2.271, 0.863, 1.130], [-2.979, -1.332, -0.567], [1.203, -1.763, 0.169], [1.206, -0.803, 1.731]],
  "forces_ev_per_angstrom": [[1.38, 1.24, -0.30], [-3.12, 2.30, 0.60], [-0.61, 0.04, 0.37], [1.51, -1.63, 0.27], [-0.42, 0.51, -1.63], [0.80, -0.21, 0.96], [-0.70, 0.66, 2.64], [1.47, -0.54, -0.67], [-0.59, -1.41, 0.35], [0.87, -0.92, 0.34], [-1.04, 1.06, -0.10], [-0.42, 0.12, 0.02], [0.95, -1.32, -0.56], [-0.10, 0.09, -2.29]],
  "smiles": "C=C1C=CP(S)C1",
  "total_charge": 0,
  "mol_weight_g_mol": 130.15,
  "gap_ev": 8.93,
  "total_energy_ev": -25420.8703
}

***

{
  "formula": "C5H7PS",
  "method": "wB97M-V/def2-TZVPD",
  "species": ["C", "C", "C", "C", "P", "S", "C", "H", "H", "H", "H", "H", "H", "H"],
  "positions_angstrom": [[-2.153, 0.508, -0.296], [-0.903, 0.093, -0.012], [-0.246, -0.865, -0.903], [0.958, -1.329, -0.547], [1.813, -0.571, 0.890], [2.578, 0.818, -0.523], [-0.144, 0.385, 1.280], [-2.822, 1.185, 0.373], [-2.775, 0.150, -1.057], [-0.714, -1.350, -1.864], [1.714, -1.981, -1.057], [3.225, 1.589, 0.200], [0.000, 1.515, 1.390], [-0.532, -0.147, 2.127]],
  "forces_ev_per_angstrom": [[-0.58, 1.56, 2.79], [-1.21, -0.18, 0.09], [0.19, -2.16, -1.75], [1.52, -0.34, 0.30], [-3.08, 1.73, 0.13], [-1.66, -1.71, -2.07], [2.61, 0.72, -1.93], [1.81, -1.03, -0.80], [-0.13, -0.67, -1.56], [0.52, 1.45, 1.96], [-1.55, 0.30, -0.16], [2.01, 2.02, 2.24], [-0.13, -1.74, 0.31], [-0.31, 0.07, 0.47]],
  "smiles": "C=C1C=CP(S)C1",
  "total_charge": 0,
  "mol_weight_g_mol": 130.15,
  "gap_ev": 9.10,
  "total_energy_ev": -25420.2473
}

***

{
  "formula": "C5H8",
  "method": "wB97M-V/def2-TZVPD",
  "species": ["C", "C", "C", "C", "C", "H", "H", "H", "H", "H", "H", "H", "H"],
  "positions_angstrom": [[-0.034, 0.255, 1.361], [1.402, 1.053, -0.821], [0.601, 0.012, -1.402], [-0.524, -0.571, -0.964], [-1.097, -0.275, 0.400], [-0.460, 0.604, 2.307], [0.716, -0.513, 1.578], [0.476, 1.132, 0.911], [2.383, 0.622, -0.533], [1.021, -0.290, -2.371], [-1.021, -1.309, -1.588], [-1.908, 0.463, 0.307], [-1.557, -1.182, 0.814]],
  "forces_ev_per_angstrom": [[0.03, -0.08, 0.00], [-0.07, -0.32, -0.11], [-0.06, 0.12, 0.23], [0.08, -0.01, -0.07], [-0.01, 0.01, 0.04], [0.06, -0.02, -0.13], [-0.11, 0.11, -0.02], [-0.03, -0.06, 0.03], [-0.13, 0.07, -0.05], [-0.01, 0.03, 0.08], [0.10, 0.12, 0.08], [0.10, -0.09, -0.01], [0.06, 0.13, -0.08]],
  "total_charge": 0,
  "mol_weight_g_mol": 68.12,
  "gap_ev": [7.59, 7.61],
  "total_energy_ev": -5310.1364
}

***

{
  "formula": "C5H8",
  "method": "wB97M-V/def2-TZVPD",
  "species": ["C", "C", "C", "C", "C", "H", "H", "H", "H", "H", "H", "H", "H"],
  "positions_angstrom": [[-0.046, 2.047, -0.104], [-0.449, 0.649, 0.219], [-0.408, -1.849, 0.173], [0.197, -0.497, -0.154], [1.494, -0.288, -0.715], [0.371, 2.535, 0.787], [0.715, 2.047, -0.887], [-0.931, 2.624, -0.398], [-1.332, 0.551, 0.859], [-1.100, -1.796, 1.021], [0.372, -2.580, 0.409], [-0.971, -2.235, -0.685], [2.089, -1.208, -0.525]],
  "forces_ev_per_angstrom": [[0.01, -0.07, -0.04], [0.07, 0.01, 0.04], [0.01, -0.12, 0.01], [0.15, 0.13, -0.07], [-0.25, -0.24, 0.20], [-0.07, -0.05, -0.13], [-0.11, 0.05, 0.13], [0.12, -0.07, 0.05], [0.14, -0.01, -0.09], [0.07, 0.02, -0.13], [-0.12, 0.12, -0.03], [0.10, 0.06, 0.12], [-0.12, 0.17, -0.05]],
  "total_charge": 0,
  "mol_weight_g_mol": 68.12,
  "gap_ev": [7.61, 7.62],
  "total_energy_ev": -5310.5393
}

***

{
  "formula": "C5H8",
  "method": "wB97M-V/def2-TZVPD",
  "species": ["C", "C", "C", "C", "C", "H", "H", "H", "H", "H", "H", "H", "H"],
  "positions_angstrom": [[-0.665, 2.493, -0.811], [-0.589, 1.257, -0.008], [-0.200, 0.216, 0.472], [0.625, -1.005, 0.657], [0.143, -2.217, -0.155], [-0.180, 3.341, -0.312], [-0.089, 2.292, -1.723], [-1.673, 2.803, -1.104], [1.586, -0.690, 0.240], [0.809, -1.289, 1.702], [-0.690, -2.743, 0.323], [0.954, -2.939, -0.312], [-0.183, -1.861, -1.136]],
  "forces_ev_per_angstrom": [[-0.02, -0.04, 0.00], [0.52, -0.49, 0.13], [0.02, 0.42, -0.46], [-0.01, 0.01, -0.01], [-0.08, 0.08, -0.09], [-0.15, -0.22, 0.05], [-0.20, 0.16, 0.08], [0.11, -0.19, 0.16], [0.12, -0.18, 0.19], [-0.22, 0.25, -0.18], [0.09, 0.18, -0.07], [-0.15, 0.19, 0.15], [-0.03, -0.19, 0.06]],
  "smiles": "CC#CCC",
  "total_charge": 0,
  "mol_weight_g_mol": 68.12,
  "gap_ev": 10.38,
  "total_energy_ev": -5312.7299
}

***

{
  "formula": "C5H8",
  "method": "wB97M-V/def2-TZVPD",
  "species": ["C", "C", "C", "C", "C", "H", "H", "H", "H", "H", "H", "H", "H"],
  "positions_angstrom": [[-2.227, 0.209, 0.746], [-0.949, 0.414, 0.548], [0.284, 0.440, 0.175], [1.184, -0.194, -0.815], [1.700, 0.832, 0.175], [-2.570, -0.588, 1.400], [-2.979, 0.774, 0.202], [1.441, -1.239, -0.662], [1.071, 0.098, -1.856], [1.968, 1.814, -0.207], [2.332, 0.477, 0.984], [-0.894, -1.513, -1.417], [-1.551, -1.376, -1.099]],
  "forces_ev_per_angstrom": [[0.11, 0.08, 0.05], [0.10, -0.07, -0.10], [-0.37, -0.07, 0.04], [0.06, -0.14, -0.18], [0.13, 0.14, 0.13], [0.05, 0.19, 0.04], [0.10, 0.05, 0.16], [0.04, 0.18, 0.01], [0.08, 0.01, 0.15], [-0.10, -0.10, 0.07], [-0.12, 0.05, -0.07], [-0.12, -0.17, -0.14], [0.05, -0.15, -0.17]],
  "smiles": "C=C=C1CC1.[H][H]",
  "total_charge": 0,
  "mol_weight_g_mol": 68.12,
  "gap_ev": 10.43,
  "total_energy_ev": -5310.5973
}

***

{
  "formula": "C5H8",
  "method": "wB97M-V/def2-TZVPD",
  "species": ["C", "C", "C", "C", "C", "H", "H", "H", "H", "H", "H", "H", "H"],
  "positions_angstrom": [[-1.206, -1.456, -0.297], [-1.015, -0.686, 0.802], [0.124, -1.077, -0.852], [0.352, -0.325, 0.467], [0.508, 1.564, 0.219], [-2.105, -2.023, -0.508], [-1.610, -0.428, 1.721], [0.842, -1.964, -1.046], [-0.008, -0.466, -1.790], [1.293, -0.381, 1.114], [1.201, 1.914, -0.618], [1.000, 1.844, 1.163], [-0.424, 1.986, 0.285]],
  "forces_ev_per_angstrom": [[-2.31, -4.00, -5.05], [1.28, 4.88, 8.08], [1.03, -1.62, -1.99], [0.92, 3.23, 0.18], [3.26, -2.21, 0.62], [0.58, -0.23, -0.66], [0.61, -0.40, -1.20], [-1.03, 1.35, 0.06], [0.68, -0.43, 0.87], [-1.39, -0.44, -0.88], [-1.26, -0.85, 0.79], [0.02, -0.14, -0.26], [-2.39, 0.87, -0.57]],
  "total_charge": 0,
  "spin_multiplicity": 3,
  "mol_weight_g_mol": 68.12,
  "gap_ev": [6.19, 8.44],
  "total_energy_ev": -5307.2840,
  "s_squared": 2.0137
}

***

{
  "formula": "C5H8BBrO2",
  "method": "wB97M-V/def2-TZVPD",
  "species": ["O", "B", "O", "C", "C", "Br", "C", "C", "C", "H", "H", "H", "H", "H", "H", "H", "H"],
  "positions_angstrom": [[-1.146, -2.705, 1.052], [-0.530, -2.063, 0.064], [-0.140, -2.689, -1.147], [-0.154, -0.220, 0.184], [-0.926, 0.833, 0.049], [-2.931, 0.706, 0.093], [-0.348, 2.125, -0.036], [1.132, 1.725, -0.285], [1.283, 0.336, 0.257], [-1.246, -3.689, 0.980], [-0.402, -3.646, -1.145], [-0.747, 2.860, -0.859], [-0.495, 2.601, 0.901], [1.936, 2.289, 0.146], [1.258, 1.605, -1.283], [1.431, 0.313, 1.306], [2.025, -0.381, -0.276]],
  "forces_ev_per_angstrom": [[-0.45, -1.42, 0.99], [1.14, 2.93, -1.96], [-0.64, -0.20, 1.58], [0.10, -3.77, -0.90], [-3.69, -2.54, -0.25], [1.43, 0.08, -0.10], [1.29, 2.95, -1.82], [-0.15, 0.01, 2.34], [-0.59, -2.93, -0.98], [0.11, 1.43, -0.02], [0.41, 1.29, -0.12], [0.56, -1.60, 1.46], [-0.02, 0.90, 0.98], [0.02, 1.09, -0.01], [0.50, 0.22, -3.26], [0.99, 0.08, 1.18], [-1.01, 1.49, 0.88]],
  "smiles": "OB(O)C1=C(Br)CCC1",
  "total_charge": 0,
  "mol_weight_g_mol": 190.83,
  "gap_ev": 8.86,
  "total_energy_ev": -80129.4426
}

***

{
  "formula": "C5H8BF6IN4O6S2Ti",
  "method": "wB97M-V/def2-TZVPD",
  "species": ["Ti", "F", "C", "F", "F", "S", "O", "O", "N", "S", "O", "O", "C", "F", "F", "F", "N", "N", "C", "O", "O", "H", "H", "H", "B", "C", "N", "H", "H", "H", "I", "C", "H", "H"],
  "positions_angstrom": [[-0.544, 0.197, -0.357], [1.865, -1.433, 0.718], [2.121, -2.566, 0.022], [1.870, -3.690, 0.716], [3.485, -2.536, -0.249], [0.963, -2.581, -1.445], [-0.277, -1.804, -0.928], [0.619, -3.923, -1.812], [1.766, -1.749, -2.522], [1.614, -0.195, -2.716], [0.816, 0.203, -3.866], [1.365, 0.527, -1.425], [3.464, 0.279, -3.108], [3.735, 1.540, -2.970], [3.813, -0.118, -4.344], [4.114, -0.467, -2.188], [-4.222, -0.462, 3.444], [-3.478, -0.889, 2.321], [-2.651, 0.127, 1.772], [-1.584, -0.333, 1.111], [-3.014, 1.305, 1.845], [-5.092, -1.025, 3.510], [-4.539, 0.465, 3.256], [-3.004, -1.808, 2.543], [0.993, 3.485, 2.627], [0.637, 2.313, 1.733], [0.255, 1.460, 1.048], [1.846, 3.067, 3.406], [1.472, 4.394, 1.969], [0.047, 3.768, 3.364], [-1.558, 2.263, -1.993], [-2.033, 0.334, -1.571], [-1.769, -0.290, -2.468], [-3.096, 0.144, -1.444]],
  "forces_ev_per_angstrom": [[2.13, -0.01, 1.77], [0.12, -1.43, -0.32], [1.48, 0.17, 0.72], [0.20, 1.14, -0.05], [-2.40, -0.27, -0.07], [-3.08, 2.08, 0.09], [3.15, -2.16, -0.93], [1.07, 0.82, 0.17], [-0.45, -0.75, 0.18], [-0.09, 2.19, -0.41], [0.97, -0.64, 1.43], [0.31, -1.07, -1.88], [-1.13, -2.27, 0.45], [-0.09, 0.53, 0.19], [-0.26, 0.16, 0.72], [0.44, 0.77, -0.62], [-1.16, -0.99, 1.24], [1.62, -1.27, -0.40], [-0.01, 0.42, -0.63], [-2.29, -0.78, 1.80], [0.53, -1.49, -0.03], [0.80, 0.37, -0.39], [0.10, 0.86, -0.30], [-0.41, 1.89, -0.51], [0.77, 0.76, 1.54], [-0.94, -0.71, -0.78], [0.90, 0.96, 0.25], [0.07, 0.02, -0.21], [-0.27, -0.09, 0.04], [0.10, 0.02, -0.61], [0.01, 2.06, -0.43], [-2.20, -2.24, -2.93], [-0.04, 0.60, 0.45], [0.00, 0.38, 0.45]],
  "total_charge": -1,
  "spin_multiplicity": 2,
  "mol_weight_g_mol": 583.85,
  "gap_ev": [7.15, 8.34],
  "total_energy_ev": -93429.2275,
  "s_squared": 0.7529
}

***

{
  "formula": "C5H8BIN2O4P",
  "method": "wB97M-V/def2-TZVPD",
  "species": ["O", "B", "O", "C", "N", "N", "C", "C", "P", "O", "O", "C", "C", "I", "H", "H", "H", "H", "H", "H", "H", "H"],
  "positions_angstrom": [[-1.843, 3.228, 1.176], [-2.325, 2.046, 0.726], [-3.235, 1.999, -0.291], [-1.843, 0.677, 1.448], [-0.634, 0.134, 0.795], [0.016, 1.007, 0.034], [1.094, 0.609, -0.583], [1.621, -0.698, -0.490], [3.228, -1.079, -1.374], [3.264, -2.707, -1.305], [2.745, -0.855, -2.903], [0.922, -1.565, 0.303], [-0.225, -1.125, 0.968], [-1.220, -2.443, 2.198], [-1.736, 3.863, 0.457], [-3.246, 1.160, -0.763], [-2.628, -0.074, 1.375], [-1.598, 0.882, 2.492], [1.593, 1.367, -1.179], [3.024, -3.095, -0.456], [1.803, -0.739, -3.065], [1.223, -2.594, 0.437]],
  "forces_ev_per_angstrom": [[0.41, -0.31, -0.11], [-0.03, 0.00, -0.12], [0.61, -0.06, -0.21], [-0.25, 0.52, -0.09], [-0.05, -0.19, 0.18], [-0.13, 0.03, -0.22], [0.33, -0.01, 0.06], [-0.15, 0.06, -0.29], [0.51, 0.04, -0.06], [-0.53, 0.12, 0.10], [-0.06, 0.37, 0.21], [0.04, -0.06, 0.06], [0.07, -0.05, 0.04], [-0.08, 0.01, 0.07], [-0.43, 0.27, 0.24], [-0.40, 0.02, 0.07], [0.09, -0.09, 0.19], [-0.05, -0.18, 0.02], [-0.10, 0.04, 0.03], [0.29, -0.17, -0.01], [-0.04, -0.32, -0.19], [-0.05, -0.03, 0.03]],
  "total_charge": 1,
  "mol_weight_g_mol": 328.82,
  "gap_ev": 7.82,
  "total_energy_ev": -34546.5031
}

***

{
  "formula": "C5H8Br2",
  "method": "wB97M-V/def2-TZVPD",
  "species": ["C", "C", "Br", "C", "C", "C", "Br", "H", "H", "H", "H", "H", "H", "H", "H"],
  "positions_angstrom": [[0.552, 1.769, -0.754], [-0.526, 0.889, -0.023], [-2.275, 1.727, -0.089], [-0.300, 0.135, 1.283], [-0.514, -0.784, 0.149], [0.581, -1.720, -0.270], [-2.229, -1.780, -0.099], [0.466, 1.640, -1.881], [1.516, 1.375, -0.458], [0.482, 2.760, -0.567], [-1.191, 0.103, 2.036], [0.746, 0.072, 1.641], [0.275, -2.755, 0.101], [1.543, -1.571, 0.249], [0.873, -1.859, -1.318]],
  "forces_ev_per_angstrom": [[-0.73, -4.87, -1.54], [0.24, -1.30, 0.31], [0.32, -0.22, -0.21], [-1.44, -0.15, 1.31], [-0.55, 1.43, -1.71], [0.95, -1.98, 0.62], [0.71, 0.95, 0.30], [0.01, 0.04, 1.35], [0.37, 0.10, 0.01], [-0.41, 3.01, 1.01], [2.09, 0.52, -1.12], [-0.82, 0.29, 0.24], [0.37, 1.25, -0.56], [-0.40, 0.52, 0.00], [-0.71, 0.42, -0.01]],
  "smiles": "C[C@]1(Br)C[C@@]1(C)Br",
  "total_charge": 0,
  "mol_weight_g_mol": 227.93,
  "gap_ev": 9.98,
  "total_energy_ev": -145397.9311
}